Here is a cluster of 3 separate species, C31H66BrN6O13P3S2 in total at a distorted geometry from the OMol25 dataset. Energies are from ωB97M-V/def2-TZVPD.

Maximum force in eV/A: 9.657
Multiplicity: 1
Orbital gap in eV: 6.58
Structure (SMILES): CCC(=O)OCC[C@@]1(P(=O)(O)O)[C@H](CCCBr)OC(=O)[C@H]1SCC(=O)OC[C@@H](C)OC(=O)CS.CN(C)P(=O)(N(C)C)N(C)C.CN(C)P(=O)(N(C)C)N(C)C
HOMO energy in eV: -7.968
LUMO energy in eV: -1.39
E_tot in eV: -188336.0237
Total charge: 0

Each line ends with the Löwdin charge.
Cartesian coordinates (Å):
C: 3.32 1.38 -0.43  -0.118
C: 2.69 1.62 -1.92  -0.159
C: 3.74 2.21 -3.03  -0.215
O: 4.98 2.56 -2.59  -0.044
O: 3.47 2.35 -4.49  -0.087
C: 2.05 2.09 -4.79  -0.185
C: 1.63 2.23 -6.37  -0.093
C: 0.62 3.47 -6.71  -0.330
P: 1.56 5.16 -6.91  0.818
O: 1.13 6.22 -5.79  -0.348
O: 3.31 4.96 -6.71  -0.226
O: 1.33 5.76 -8.55  -0.205
C: -0.19 2.93 -8.07  -0.235
C: 0.73 2.68 -9.43  -0.106
C: 1.15 1.07 -9.61  -0.272
C: 0.84 0.50 -11.14  -0.557
Br: 2.10 -1.03 -11.60  0.489
O: -1.25 3.99 -8.15  -0.083
C: -1.50 4.72 -6.87  -0.275
O: -2.18 5.85 -6.65  0.031
C: -0.68 3.77 -5.76  -0.422
S: -1.95 2.43 -5.43  0.936
C: -1.29 1.09 -4.31  -0.350
C: -1.04 -0.29 -5.20  -0.270
O: -2.18 -0.88 -5.67  -0.045
O: 0.27 -0.85 -5.54  -0.135
C: 0.33 -2.31 -5.33  -0.094
C: 1.71 -2.83 -6.13  -0.264
C: 1.89 -2.09 -7.58  -0.068
O: 2.90 -2.80 -5.27  -0.077
C: 3.98 -1.97 -5.83  -0.276
O: 4.04 -0.62 -5.66  -0.050
C: 5.26 -2.62 -6.68  -0.445
S: 6.30 -1.29 -7.52  0.633
H: 2.92 2.21 0.29  0.080
H: 4.49 1.23 -0.40  0.092
H: 2.86 0.35 -0.02  0.083
H: 1.72 2.28 -1.95  0.115
H: 2.37 0.54 -2.32  0.123
H: 1.85 0.95 -4.50  0.120
H: 1.42 2.83 -4.11  0.133
H: 2.64 2.44 -6.97  0.140
H: 1.16 1.25 -6.83  0.102
H: 3.65 5.91 -6.84  0.100
H: 2.24 5.72 -8.97  0.082
H: -0.73 1.87 -7.99  0.152
H: 1.78 3.24 -9.28  0.115
H: 0.16 3.01 -10.39  0.131
H: 0.58 0.36 -8.87  0.091
H: 2.31 0.92 -9.36  0.109
H: -0.25 0.00 -11.17  0.089
H: 0.99 1.34 -11.94  0.076
H: -0.60 4.51 -4.86  0.135
H: -2.18 0.81 -3.56  0.119
H: -0.39 1.39 -3.63  0.086
H: -0.55 -2.92 -5.80  0.146
H: 0.49 -2.49 -4.18  0.155
H: 1.51 -3.98 -6.37  0.164
H: 0.88 -2.27 -8.18  0.112
H: 2.73 -2.60 -8.26  0.103
H: 2.01 -0.92 -7.52  0.073
H: 5.98 -3.15 -5.90  0.108
H: 4.93 -3.41 -7.48  0.083
H: 5.46 -0.20 -7.87  -0.106
C: -0.74 3.00 4.79  -0.135
N: -0.20 2.40 3.57  -0.318
C: -0.81 3.08 2.42  -0.144
P: 0.14 0.75 3.29  0.755
O: 1.36 1.07 2.40  -0.313
N: 1.16 0.14 4.54  -0.355
C: 2.05 1.06 5.25  -0.122
C: 1.95 -1.02 4.10  -0.145
N: -1.27 0.37 4.32  -0.294
C: -1.20 -0.23 5.65  -0.113
C: -2.26 -0.36 3.53  -0.147
H: -1.83 2.87 4.87  0.079
H: -0.53 4.07 4.82  0.087
H: -0.29 2.59 5.70  0.051
H: -1.87 2.82 2.33  0.070
H: -0.31 2.79 1.49  0.065
H: -0.71 4.17 2.50  0.082
H: 2.61 1.71 4.57  0.085
H: 2.77 0.51 5.87  0.084
H: 1.49 1.68 5.95  0.053
H: 2.81 -0.73 3.49  0.076
H: 1.33 -1.71 3.52  0.072
H: 2.31 -1.58 4.97  0.081
H: -0.79 -1.24 5.63  0.089
H: -2.20 -0.28 6.10  0.055
H: -0.60 0.38 6.34  0.078
H: -1.92 -1.38 3.32  0.079
H: -2.44 0.14 2.57  0.074
H: -3.23 -0.41 4.04  0.080
C: -4.02 -1.28 10.07  -0.133
N: -3.48 -1.87 8.85  -0.313
C: -4.08 -1.20 7.70  -0.152
P: -3.14 -3.53 8.57  0.757
O: -1.92 -3.20 7.68  -0.306
N: -2.12 -4.13 9.82  -0.358
C: -1.23 -3.22 10.53  -0.122
C: -1.33 -5.30 9.38  -0.146
N: -4.55 -3.90 9.60  -0.303
C: -4.48 -4.50 10.93  -0.126
C: -5.54 -4.64 8.81  -0.151
H: -5.10 -1.41 10.15  0.080
H: -3.81 -0.20 10.09  0.088
H: -3.57 -1.68 10.98  0.051
H: -5.14 -1.46 7.61  0.075
H: -3.59 -1.49 6.77  0.048
H: -3.99 -0.11 7.78  0.085
H: -0.67 -2.57 9.85  0.086
H: -0.50 -3.76 11.15  0.084
H: -1.78 -2.60 11.23  0.054
H: -0.47 -5.01 8.77  0.078
H: -1.95 -5.98 8.80  0.073
H: -0.97 -5.86 10.25  0.081
H: -4.07 -5.52 10.91  0.086
H: -5.47 -4.55 11.38  0.089
H: -3.88 -3.89 11.62  0.072
H: -5.20 -5.66 8.60  0.078
H: -5.71 -4.14 7.85  0.075
H: -6.51 -4.68 9.32  0.082

---

Here is a cluster of 8 separate species, C31H67N2O14S7 in total from the OMol25 dataset. Energies are from ωB97M-V/def2-TZVPD.

Maximum force in eV/A: 0.721
Multiplicity: 1
Orbital gap in eV: 9.00
HOMO energy in eV: -11.302
Energy above the lowest of the compared OMol25 structures with the same formula, charge and spin in eV: 0.000
LUMO energy in eV: -2.30
E_tot in eV: -140717.5242
Total charge: +1

Each line ends with the Löwdin charge.
Cartesian coordinates (Å):
C: 3.54 -5.45 -3.88  -0.074
C: 3.36 -3.96 -3.64  -0.223
N: 1.97 -3.60 -3.29  0.001
N: 1.03 -4.02 -4.31  -0.005
C: 0.31 -5.27 -3.92  0.024
H: 3.13 -6.03 -3.05  0.085
H: 4.60 -5.68 -3.95  0.090
H: 3.08 -5.79 -4.81  0.071
H: 3.72 -3.38 -4.50  0.113
H: 3.94 -3.65 -2.78  0.129
H: 1.92 -2.58 -3.29  0.108
H: 1.47 -4.13 -5.23  0.134
H: 0.31 -3.30 -4.42  0.155
H: -0.70 -5.24 -4.32  0.105
H: 0.82 -6.14 -4.32  0.098
H: 0.32 -5.27 -2.83  0.068
C: 1.65 -2.24 0.62  -0.204
C: 1.54 -1.02 1.55  -0.191
C: 1.63 0.23 0.67  -0.196
S: 0.99 -0.25 -0.94  0.671
O: 2.04 -0.23 -1.94  -0.350
O: -0.26 0.41 -1.23  -0.318
C: 0.70 -1.96 -0.53  -0.251
H: 1.40 -3.18 1.12  0.111
H: 2.68 -2.33 0.25  0.120
H: 0.57 -1.04 2.06  0.114
H: 2.31 -1.01 2.31  0.120
H: 1.02 1.06 1.02  0.069
H: 2.66 0.56 0.51  0.107
H: 0.89 -2.53 -1.43  0.058
H: -0.34 -2.08 -0.23  0.112
C: -1.83 4.43 0.05  -0.199
C: -1.50 5.64 0.93  -0.190
C: -0.90 5.11 2.24  -0.215
S: -0.11 3.56 1.81  0.681
O: -0.77 2.47 2.50  -0.339
O: 1.33 3.64 1.94  -0.335
C: -0.59 3.54 0.09  -0.224
H: -2.07 4.72 -0.97  0.118
H: -2.69 3.89 0.46  0.119
H: -0.77 6.28 0.42  0.122
H: -2.38 6.25 1.15  0.115
H: -0.15 5.77 2.67  0.114
H: -1.66 4.90 2.98  0.069
H: -0.76 2.50 -0.20  0.079
H: 0.23 3.97 -0.48  0.074
C: -1.46 -8.59 -0.33  -0.211
C: -2.08 -7.88 0.89  -0.203
C: -1.07 -6.84 1.36  -0.210
S: -0.14 -6.33 -0.09  0.653
O: 1.24 -6.71 0.06  -0.317
O: -0.45 -4.97 -0.48  -0.344
C: -0.93 -7.48 -1.23  -0.240
H: -2.19 -9.21 -0.85  0.120
H: -0.64 -9.23 -0.01  0.124
H: -3.01 -7.40 0.60  0.121
H: -2.31 -8.59 1.68  0.120
H: -1.53 -5.94 1.79  0.106
H: -0.34 -7.24 2.06  0.109
H: -0.18 -7.81 -1.95  0.103
H: -1.74 -6.94 -1.72  0.109
C: 4.65 3.11 -0.86  -0.222
C: 5.36 3.96 -1.92  -0.212
C: 4.37 5.05 -2.35  -0.215
S: 3.30 5.35 -0.93  0.674
O: 1.96 4.94 -1.29  -0.333
O: 3.52 6.66 -0.39  -0.309
C: 4.01 4.08 0.12  -0.221
H: 5.34 2.44 -0.35  0.115
H: 3.88 2.49 -1.33  0.110
H: 6.25 4.42 -1.48  0.118
H: 5.68 3.37 -2.77  0.112
H: 4.85 6.00 -2.61  0.103
H: 3.73 4.73 -3.17  0.102
H: 3.21 3.69 0.73  0.069
H: 4.75 4.58 0.75  0.115
C: -5.45 5.88 6.62  -0.210
C: -4.77 4.57 6.19  -0.215
C: -4.47 4.69 4.69  -0.207
S: -4.23 6.44 4.37  0.669
O: -5.26 6.91 3.47  -0.320
O: -2.85 6.70 4.04  -0.333
C: -4.60 7.00 6.03  -0.225
H: -5.51 5.96 7.70  0.117
H: -6.47 5.93 6.22  0.120
H: -3.84 4.44 6.73  0.093
H: -5.39 3.70 6.38  0.114
H: -3.57 4.16 4.39  0.087
H: -5.31 4.37 4.06  0.108
H: -5.09 7.97 5.96  0.108
H: -3.65 7.10 6.55  0.110
C: -1.27 -0.74 6.46  -0.219
C: -0.70 0.22 5.41  -0.208
C: -1.72 1.34 5.20  -0.234
S: -2.61 1.49 6.76  0.664
O: -3.99 1.14 6.55  -0.322
O: -2.28 2.74 7.40  -0.326
C: -1.78 0.14 7.60  -0.226
H: -0.52 -1.45 6.82  0.114
H: -2.10 -1.31 6.04  0.118
H: 0.24 0.65 5.77  0.122
H: -0.49 -0.28 4.47  0.102
H: -1.27 2.30 4.96  0.085
H: -2.46 1.09 4.44  0.105
H: -2.49 -0.34 8.26  0.108
H: -0.96 0.58 8.17  0.109
C: 1.54 -0.73 -7.89  -0.207
C: 0.12 -0.56 -8.45  -0.200
C: -0.42 -1.95 -8.76  -0.204
S: 0.36 -3.07 -7.59  0.677
O: 1.19 -4.02 -8.29  -0.301
O: -0.55 -3.58 -6.57  -0.342
C: 1.43 -1.82 -6.83  -0.242
H: 1.93 0.19 -7.47  0.124
H: 2.22 -1.06 -8.68  0.127
H: -0.51 -0.06 -7.72  0.124
H: 0.13 0.05 -9.35  0.124
H: -1.50 -2.04 -8.63  0.111
H: -0.14 -2.30 -9.74  0.113
H: 2.38 -2.29 -6.58  0.098
H: 0.93 -1.44 -5.94  0.105

---

Here is a structure of composition C31H68BI2N2NbO at a distorted geometry from the OMol25 dataset. Energies are from ωB97M-V/def2-TZVPD.

Maximum force in eV/A: 1.294
Multiplicity: 1
Orbital gap in eV: 4.22
HOMO energy in eV: -5.515
Energy above the lowest of the compared OMol25 structures with the same formula, charge and spin in eV: 0.000
LUMO energy in eV: -1.29
E_tot in eV: -56698.9417
Total charge: 0

Each line ends with the Löwdin charge.
Cartesian coordinates (Å):
C: -5.10 1.52 -0.99  -0.110
C: -5.33 3.00 -1.32  -0.243
C: -4.30 3.67 -2.26  -0.217
C: -2.87 3.17 -2.14  -0.251
C: -1.87 4.03 -2.91  -0.197
C: -0.44 3.48 -2.98  -0.185
C: -0.33 1.96 -2.85  -0.230
C: 1.03 1.40 -3.26  -0.215
C: 2.06 1.34 -2.12  -0.203
C: 1.55 0.62 -0.87  -0.223
C: 2.52 -0.41 -0.28  -0.220
C: 2.31 -0.63 1.21  -0.215
C: 3.21 0.23 2.12  -0.228
C: 4.26 -0.60 2.85  -0.320
C: 3.66 -1.51 3.93  -0.377
Nb: 4.69 -1.50 5.94  1.315
C: 3.88 0.62 5.74  -0.360
C: 3.83 1.56 6.95  -0.554
C: 3.69 3.02 6.51  -0.114
C: 2.68 1.19 7.88  -0.118
B: 2.83 -2.60 6.99  -0.716
N: 1.53 -2.12 6.59  0.102
O: 2.85 -3.67 7.87  -0.038
C: 5.91 -3.45 5.87  -0.916
I: 6.38 -4.10 3.89  0.691
C: 6.40 -4.25 6.81  -0.978
C: 7.16 -5.55 6.72  -0.259
I: 6.11 -3.66 8.81  0.833
H: -5.47 0.87 -1.79  0.045
H: -4.05 1.28 -0.79  0.067
H: -5.66 1.24 -0.09  0.076
H: -6.31 3.08 -1.79  0.101
H: -5.39 3.58 -0.39  0.108
H: -4.31 4.74 -2.04  0.114
H: -4.63 3.59 -3.31  0.100
H: -2.60 3.14 -1.08  0.134
H: -2.82 2.13 -2.48  0.069
H: -2.23 4.23 -3.93  0.105
H: -1.86 5.01 -2.41  0.115
H: 0.01 3.75 -3.94  0.107
H: 0.18 3.96 -2.21  0.118
H: -0.56 1.65 -1.82  0.102
H: -1.11 1.50 -3.47  0.068
H: 1.42 2.02 -4.08  0.106
H: 0.92 0.38 -3.67  0.107
H: 2.40 2.35 -1.88  0.114
H: 2.94 0.81 -2.49  0.108
H: 1.31 1.34 -0.08  0.116
H: 0.60 0.12 -1.10  0.102
H: 3.55 -0.06 -0.46  0.109
H: 2.42 -1.36 -0.83  0.108
H: 1.25 -0.45 1.45  0.106
H: 2.49 -1.68 1.45  0.104
H: 2.61 0.75 2.87  0.097
H: 3.69 1.01 1.52  0.105
H: 5.00 0.09 3.28  0.062
H: 4.79 -1.22 2.12  0.096
H: 3.58 -2.55 3.58  0.015
H: 2.63 -1.19 4.14  0.026
H: 6.37 -0.91 5.37  -0.069
H: 5.14 -0.72 7.53  -0.068
H: 4.52 1.09 4.97  0.034
H: 2.87 0.54 5.30  0.036
H: 4.77 1.46 7.50  0.092
H: 2.92 3.10 5.72  0.070
H: 3.39 3.68 7.33  0.060
H: 4.62 3.39 6.09  0.068
H: 2.52 1.96 8.64  0.065
H: 1.74 1.12 7.30  0.068
H: 2.86 0.24 8.38  0.055
H: 0.73 -2.59 7.01  0.054
H: 1.38 -1.12 6.57  0.031
H: 2.01 -3.76 8.36  0.070
H: 7.82 -5.54 5.85  0.012
H: 6.46 -6.38 6.62  0.078
H: 7.75 -5.73 7.61  0.029
C: -2.11 1.45 -6.15  -0.079
C: -3.43 1.49 -5.37  -0.202
C: -3.75 0.29 -4.51  -0.130
N: -4.43 -0.90 -5.15  -0.265
C: -4.39 -2.02 -4.14  -0.102
C: -4.84 -3.36 -4.69  -0.158
C: -4.03 -3.74 -5.92  -0.174
C: -4.16 -2.64 -6.97  -0.156
C: -3.71 -1.29 -6.42  -0.106
C: -5.84 -0.54 -5.44  0.035
H: -2.18 0.92 -7.10  0.066
H: -1.78 2.46 -6.38  0.086
H: -1.32 0.98 -5.56  0.070
H: -4.25 1.77 -6.04  0.116
H: -3.35 2.30 -4.65  0.080
H: -4.42 0.58 -3.70  0.108
H: -2.83 -0.09 -4.05  0.133
H: -3.36 -2.09 -3.79  0.143
H: -5.01 -1.69 -3.30  0.139
H: -4.72 -4.10 -3.89  0.130
H: -5.91 -3.34 -4.93  0.118
H: -4.35 -4.69 -6.32  0.122
H: -2.97 -3.85 -5.64  0.126
H: -5.19 -2.58 -7.33  0.118
H: -3.54 -2.85 -7.84  0.129
H: -3.89 -0.49 -7.13  0.130
H: -2.65 -1.31 -6.17  0.146
H: -5.86 0.30 -6.13  0.109
H: -6.33 -0.26 -4.51  0.116
H: -6.36 -1.38 -5.89  0.100